45
Properties=species:S:1:pos:R:3:forces:R:3:mulliken_spin:R:1 method="wB97M-V/def2-TZVPD" total_charge=-1 homo_lumo_gap_ev="5.644 / 5.861" e_above_lowest_kj_mol=0.0 multiplicity=6 e_lumo_ev="2.19 / 2.19"
Mn 1.556 0.271 -1.847 -0.106 -0.247 0.076 4.794
S 0.368 -3.566 -4.479 0.032 0.053 -0.145 0.000
S 0.252 -0.692 -3.721 0.192 0.045 0.057 0.052
S 3.352 -1.366 -2.151 -0.248 0.104 -0.080 0.049
S 2.913 -4.112 -3.181 0.080 0.020 -0.114 0.001
O 2.503 2.301 -1.417 -0.473 0.188 0.021 0.024
O 2.168 3.995 -0.049 -0.017 -0.326 -0.238 0.000
O 1.527 -5.933 -4.490 0.109 -0.123 -0.282 0.000
N 0.442 3.323 -1.416 -0.072 0.201 -0.014 -0.010
N -0.072 2.355 -2.281 0.095 -0.230 0.259 0.031
N 0.372 0.464 -0.165 0.030 0.140 -0.211 0.023
C -0.103 -4.442 1.091 0.000 -0.063 0.039 0.004
C 1.720 3.129 -0.986 0.566 0.004 0.220 0.000
C -1.176 0.587 1.660 0.079 0.032 -0.086 0.014
C -0.751 1.836 2.110 -0.024 -0.014 0.001 0.006
C 1.614 -4.770 -4.171 -0.231 -0.027 0.521 0.000
C -0.151 -2.469 -0.277 0.003 -0.061 0.009 0.014
C 1.141 -2.206 -3.670 -0.133 0.069 -0.006 0.003
C -2.425 0.124 2.058 0.021 0.020 0.012 0.006
C -0.069 -3.847 -0.162 0.015 0.020 -0.052 -0.001
C -2.803 2.139 3.319 -0.070 0.013 0.043 0.004
C -1.550 2.604 2.939 0.001 0.007 -0.003 -0.001
C 2.317 -2.459 -3.064 0.163 0.049 0.112 0.001
C -0.226 -3.653 2.226 0.011 -0.027 0.008 -0.002
C -0.291 -0.170 0.688 0.038 0.031 0.195 -0.019
C -0.320 -2.274 2.108 0.005 0.000 0.047 0.002
C -0.273 -1.670 0.856 0.022 0.125 -0.222 -0.002
C 1.333 5.032 0.443 -0.031 -0.014 0.017 0.001
C -3.239 0.901 2.872 -0.017 0.020 0.016 -0.002
H -0.700 1.747 -1.760 0.031 -0.052 -0.178 -0.004
H -4.217 0.533 3.157 -0.027 0.007 0.021 0.000
H -0.029 -5.518 1.182 0.007 -0.022 0.008 0.000
H -0.486 2.781 -3.097 -0.073 -0.001 0.034 0.000
H 0.032 -4.450 -1.055 0.002 -0.026 -0.020 0.001
H 1.975 5.643 1.073 -0.062 0.008 -0.016 0.000
H 0.225 2.179 1.788 0.032 -0.012 0.001 0.000
H -1.197 3.563 3.298 0.003 0.030 0.023 0.000
H -0.414 -1.664 2.997 -0.001 0.022 0.015 0.000
H -0.207 3.713 -0.745 0.085 -0.045 -0.065 0.000
H 0.936 5.637 -0.375 -0.018 0.028 0.045 0.000
H -0.127 -2.003 -1.253 0.017 0.045 -0.054 0.009
H -2.765 -0.847 1.721 0.003 -0.025 -0.017 0.000
H -0.243 -4.111 3.208 -0.003 -0.017 0.015 0.000
H -3.433 2.737 3.966 -0.014 0.006 0.002 0.000
H 0.521 4.625 1.052 -0.022 0.047 -0.016 0.000


46
Properties=species:S:1:pos:R:3:forces:R:3:mulliken_spin:R:1 method="wB97M-V/def2-TZVPD" total_charge=0 homo_lumo_gap_ev="8.276 / 6.975" multiplicity=3 e_lumo_ev="-0.11 / -1.60"
Pd -0.158 0.638 -0.057 -0.102 -0.220 -0.225 1.767
S -0.962 1.713 4.208 -0.051 0.008 0.160 0.015
O 1.430 -0.816 -0.703 0.059 -0.092 0.038 0.045
O -0.388 0.319 -2.103 0.326 0.155 -0.404 0.057
O 0.746 0.176 -4.033 -0.042 0.171 0.043 0.011
N -1.472 -0.777 1.135 0.104 0.116 -0.128 0.069
C 0.505 2.670 2.347 -0.047 -0.045 -0.061 -0.120
C 0.159 2.877 3.647 -0.019 0.046 0.084 0.001
C 3.106 -0.217 -2.312 0.094 -0.056 0.050 -0.014
C -3.297 -2.033 2.757 -0.047 0.011 0.093 -0.008
C -2.644 -0.895 3.195 -0.065 -0.050 0.108 0.020
C -0.148 1.539 1.768 0.356 0.154 -0.143 0.115
C 1.628 -4.898 -3.608 -0.020 0.034 0.043 0.000
C 5.497 -0.433 -1.998 -0.043 0.024 -0.027 0.000
C 5.671 0.889 -2.386 -0.032 -0.035 0.015 0.002
C -3.030 -2.535 1.492 -0.018 -0.039 0.016 0.014
C 1.411 -3.341 -1.784 -0.027 0.013 -0.077 0.003
C -2.109 -1.866 0.710 0.108 0.064 -0.075 0.000
C 1.389 -4.648 -2.267 0.016 0.094 -0.026 0.001
C 4.567 1.653 -2.738 -0.026 -0.008 -0.008 0.007
C -1.724 -0.278 2.356 0.071 0.120 0.051 0.028
C 1.887 -3.834 -4.465 0.011 -0.010 -0.005 0.001
C -0.967 0.931 2.676 -0.231 -0.213 0.196 -0.017
C 1.724 -0.833 -2.134 0.252 -0.075 0.151 -0.011
C 1.676 -2.275 -2.639 -0.093 -0.066 0.120 0.000
C 3.290 1.107 -2.702 0.015 -0.037 0.040 -0.005
C 4.222 -0.982 -1.968 0.008 0.011 -0.026 0.001
C 0.620 -0.014 -2.840 -0.613 -0.229 0.093 0.000
C 1.912 -2.534 -3.988 0.088 0.067 -0.054 0.001
H -2.846 -0.477 4.174 0.007 -0.028 -0.044 0.002
H 2.440 1.704 -3.002 -0.002 0.010 0.003 0.000
H 4.699 2.682 -3.052 -0.009 -0.038 0.009 0.000
H 2.267 -0.843 -0.223 -0.002 0.065 0.028 0.004
H 4.091 -2.026 -1.698 0.011 0.047 -0.002 -0.001
H 1.185 -5.467 -1.588 0.000 0.029 -0.007 0.000
H 1.197 3.309 1.817 -0.003 -0.010 0.007 0.013
H -1.860 -2.203 -0.289 0.008 0.018 -0.032 0.003
H 0.498 3.657 4.314 -0.020 -0.051 -0.061 -0.002
H 6.664 1.318 -2.422 -0.027 -0.007 0.002 0.000
H 6.354 -1.042 -1.735 -0.039 0.018 -0.006 0.000
H 1.607 -5.913 -3.987 0.011 0.035 0.013 0.000
H 1.210 -3.156 -0.738 0.007 0.019 0.015 0.000
H -3.524 -3.420 1.117 0.015 0.020 -0.001 0.001
H -4.018 -2.526 3.399 0.041 0.032 -0.028 -0.001
H 2.106 -1.705 -4.658 -0.021 -0.078 0.051 0.000
H 2.071 -4.019 -5.516 -0.007 0.005 0.011 0.000


10
Properties=species:S:1:pos:R:3:forces:R:3:lowdin_charge:R:1 method="wB97M-V/def2-TZVPD" total_charge=0 smiles="O=CCCCl" homo_lumo_gap_ev=10.882 e_above_lowest_kj_mol=128.9 e_lumo_ev=0.92
Cl 1.186 1.860 1.077 -0.642 -0.407 -0.386 0.483
O -1.822 -1.404 -0.161 -1.709 -1.302 0.210 0.040
C 0.328 -0.559 -0.099 -1.943 -0.939 0.397 -0.210
C 0.659 0.935 -0.417 0.927 -1.138 0.791 -0.514
C -1.080 -0.767 0.508 -0.288 3.825 1.250 -0.308
H -0.182 1.428 -0.891 -0.203 0.088 0.277 0.073
H 1.534 1.101 -1.037 -0.136 -0.557 -0.296 0.052
H 0.914 -1.258 0.490 1.288 0.935 0.332 0.107
H -1.519 -0.067 1.414 1.201 -1.756 -1.508 0.164
H -0.018 -1.269 -0.883 1.503 1.250 -1.068 0.114


54
Properties=species:S:1:pos:R:3:forces:R:3:mulliken_spin:R:1 method="wB97M-V/def2-TZVPD" total_charge=+1 homo_lumo_gap_ev="6.157 / 5.608" multiplicity=3 e_lumo_ev="-3.68 / -4.11"
Au 0.187 0.006 -0.384 -0.267 0.784 0.440 0.583
O -1.084 2.295 1.345 0.857 0.282 0.970 -0.010
O -1.458 -0.768 -2.759 0.450 -0.269 -0.124 0.298
O 2.367 -1.626 -1.704 -0.345 -0.152 -0.494 0.115
O 1.204 1.718 1.988 -1.145 1.315 0.823 0.025
O 0.179 3.105 -3.404 -2.825 -1.870 -1.347 -0.002
O 1.071 0.458 -2.408 1.648 1.080 -1.804 0.076
N -1.169 1.608 0.257 -2.731 0.661 -1.817 0.022
N -1.430 0.010 -1.780 -3.175 1.059 -0.689 0.421
N -0.610 -1.563 0.777 -0.600 -0.392 0.024 0.155
N 1.471 0.743 1.165 4.149 -1.688 0.784 0.068
N 2.107 -1.006 -0.618 1.812 -0.220 1.703 0.303
C 2.991 -0.851 0.364 -0.733 -0.880 -1.770 -0.019
C -1.397 -2.382 2.847 0.060 0.452 -0.293 0.011
C -0.579 -2.793 0.246 -0.127 0.032 0.884 -0.003
C 2.635 0.126 1.372 -1.900 1.051 -0.010 -0.023
C -3.549 1.070 -2.586 -0.095 -0.042 0.031 0.027
C -3.220 2.841 -0.021 -0.531 -0.017 -0.362 0.000
C -1.632 -4.858 3.199 -0.173 -0.386 0.356 0.001
C 3.553 0.516 2.507 -0.390 -0.077 -0.299 0.002
C 4.327 -1.542 0.310 0.222 0.275 0.197 0.011
C -1.319 -3.688 2.355 0.180 0.421 -0.059 -0.011
C -1.043 -1.324 2.017 0.079 -0.621 0.183 -0.014
C -2.275 1.790 -0.474 2.099 -0.168 1.797 0.079
C 0.977 4.201 -2.952 0.652 0.369 0.861 0.001
C -0.913 -3.880 1.039 0.217 0.162 -0.969 0.010
C -2.414 0.929 -1.595 0.947 -1.281 -1.085 -0.104
H -1.085 -0.280 2.342 0.071 -0.326 -0.106 0.004
H 1.925 0.931 -2.292 -0.408 -0.545 0.045 -0.015
H -2.387 -5.484 2.731 -0.092 -0.081 -0.065 -0.001
H 4.598 -1.806 -0.722 -0.233 0.089 0.373 0.001
H 0.330 2.217 -2.932 -0.492 0.267 -0.633 -0.009
H 0.197 2.014 1.727 0.047 0.321 0.480 -0.002
H 1.815 4.276 -3.625 0.038 0.388 -0.328 0.000
H 3.924 -0.373 3.043 -0.060 0.354 -0.300 0.001
H -4.468 1.447 -2.096 0.585 -0.234 -0.238 -0.002
H -0.763 3.249 -3.764 1.851 -0.394 0.842 0.000
H -3.284 1.804 -3.378 -0.178 -0.420 0.242 -0.012
H 0.370 5.113 -2.857 0.349 -0.506 0.054 0.000
H -0.749 -5.477 3.347 0.106 -0.048 -0.009 -0.001
H -3.590 2.644 0.988 0.192 0.019 -0.025 0.006
H 5.092 -0.867 0.723 -0.139 -0.254 -0.167 0.000
H 4.402 1.087 2.096 -0.186 -0.222 0.280 0.001
H -0.832 -4.863 0.575 -0.156 0.103 0.369 0.002
H -2.714 3.808 -0.012 -0.015 -0.001 0.174 0.006
H -0.275 -2.855 -0.798 -0.012 -0.170 0.259 0.006
H -4.079 2.902 -0.688 0.016 0.085 0.038 0.001
H 2.985 1.157 3.188 0.324 -0.185 -0.091 0.002
H 4.349 -2.456 0.928 -0.139 0.280 -0.269 -0.004
H -1.995 -4.554 4.170 -0.099 0.018 0.254 0.000
H 1.324 3.771 -2.024 0.297 0.950 0.668 0.000
H -3.787 0.109 -3.067 0.259 0.374 0.159 -0.002
H -1.714 -2.141 3.860 0.003 -0.313 -0.189 0.002
H 1.435 -0.508 -2.565 -0.265 0.572 0.252 -0.005